Formula: C4H9NO
Source: OMol25
Level of theory: the ωB97M-V functional and the def2-TZVPD basis

Last column: Mulliken charge in e.
Positions of all 15 atoms, in Å:
C  0.7890  0.0530  -1.7727  -0.960
N  -0.2717  -0.2004  -0.8297  -0.179
C  -0.6838  0.8852  0.0689  -0.411
C  -0.8501  -0.1705  1.1797  -0.159
O  -0.5166  0.1327  2.5006  -0.537
C  0.0968  -1.0249  0.3213  -0.461
H  0.4831  0.8121  -2.4979  0.306
H  1.7140  0.3898  -1.2655  0.372
H  1.0190  -0.8684  -2.3201  0.288
H  -1.5468  1.4758  -0.2570  0.271
H  0.1496  1.5658  0.3231  0.269
H  -1.8632  -0.5738  1.1984  0.334
H  0.3913  0.4643  2.5113  0.318
H  1.1480  -0.8369  0.6192  0.269
H  -0.0587  -2.1039  0.2204  0.280

Atomic forces in eV per Å
0.09 0.01 -0.15
0.06 -0.05 -0.12
-0.07 0.25 0.03
-0.23 -0.11 -0.19
0.28 0.13 0.09
0.12 -0.25 0.15
0.04 -0.07 0.08
-0.11 0.03 -0.11
-0.03 0.16 0.07
0.13 -0.11 0.06
-0.04 -0.05 -0.04
0.10 0.01 -0.01
-0.17 -0.04 0.06
-0.13 -0.06 0.06
-0.04 0.15 0.03

As for the orbital gap: 9.924 eV. The calculation puts the LUMO energy at 1.0 eV. The calculated total energy comes out at -7830.220 eV. As for the max |F|: 0.32 eV Å⁻¹. The structure (SMILES) is CN1CC(O)C1.